# 1
H16O8 | ωB97M-V with the def2-TZVPD basis set

Structure (ORCA input):
```
! RIJCOSX wB97M-V def2-TZVPD def2/J DEFGRID3
* xyz 0 1
H 1.212 -0.229 -0.434
H -3.216 0.741 -0.650
H -1.532 -2.171 1.956
H 0.157 1.865 -0.208
H 0.292 0.907 -1.281
H -0.307 -1.721 1.189
O 0.317 1.594 -1.946
H -1.914 0.565 0.102
H 0.201 3.366 -0.021
H -0.877 1.630 0.508
H -0.295 -0.270 -0.298
O -2.444 0.178 -0.595
O -1.605 1.208 0.964
H 2.311 -1.627 -0.012
O -0.388 2.614 0.033
H -2.000 1.908 1.485
O 1.156 -2.053 -0.132
O 0.442 0.336 -0.370
H 0.707 1.173 -2.712
O 3.079 -1.489 0.543
O -0.937 -1.429 1.848
H 3.791 -1.934 0.083
H 1.278 -2.601 0.643
H 0.571 -2.560 -0.695
*
```

The HOMO-LUMO gap is 8.72 eV. The calculation puts the energy above the lowest of the compared OMol25 structures with the same formula, charge and spin at 10.5786 eV.

Calculated atomic charges, method natural (NBO), unit e: H 0.5210; H 0.4541; H 0.4682; H 0.4888; H 0.4165; H 0.4403; O -1.0238; H 0.4267; H 0.4997; H 0.4597; H 0.5262; O -1.0367; O -0.8961; H 0.4383; O -0.9229; H 0.4871; O -0.9270; O -0.8559; H 0.4397; O -0.9865; O -0.9140; H 0.4597; H 0.5244; H 0.5125

***

# 2
H16O8Sr | ωB97M-V with the def2-TZVPD basis set

Structure (ORCA input):
```
! RIJCOSX wB97M-V def2-TZVPD def2/J DEFGRID3
* xyz 2 1
O -1.326 2.172 -0.149
O 2.470 0.379 0.231
H -1.295 2.600 -1.017
O 0.190 1.065 2.121
O -2.443 -0.550 1.023
O -1.852 -0.389 -1.976
H 2.969 0.189 -0.539
H -2.053 2.598 0.315
H -1.726 0.178 -2.731
H 1.507 1.744 -1.931
O 0.324 -1.862 2.193
H 1.327 -2.879 -1.895
H -0.098 -1.761 3.059
H -1.982 -1.262 -2.317
Sr -0.058 -0.302 -0.190
H -2.615 -0.722 1.920
H 1.263 -1.784 2.369
H 2.571 1.353 0.370
H 0.827 1.437 2.721
H 2.198 -2.519 -0.700
O 1.416 -2.265 -1.140
O 0.968 1.023 -2.185
H -0.672 1.133 2.564
H 1.333 0.551 -2.897
H -3.249 -0.123 0.774
*
```

The HOMO-LUMO gap is 11.93 eV. The calculation puts the energy above the lowest of the compared OMol25 structures with the same formula, charge and spin at 0.7664 eV.

Calculated atomic charges, method natural (NBO), unit e: O -0.9912; O -0.9802; H 0.4966; O -0.9915; O -0.9781; O -0.9889; H 0.4928; H 0.5081; H 0.5072; H 0.5020; O -0.9788; H 0.5198; H 0.5007; H 0.5033; Sr 1.8685; H 0.4914; H 0.4922; H 0.5043; H 0.5075; H 0.5051; O -1.0067; O -0.9918; H 0.4974; H 0.5077; H 0.5028

***

# 3
H16O8Xe | ωB97M-V with the def2-TZVPD basis set

Structure (ORCA input):
```
! RIJCOSX wB97M-V def2-TZVPD def2/J DEFGRID3
* xyz 0 1
O 16.218 -9.634 18.436
H 16.394 -9.988 17.565
O 19.454 -6.428 17.134
H 12.898 -6.639 17.949
H 15.386 -10.480 14.912
H 19.454 -6.460 16.177
H 14.702 -9.952 13.668
O 17.016 -10.654 15.830
H 19.714 -5.328 14.124
O 12.243 -7.237 17.590
H 17.627 -11.390 15.804
H 17.547 -9.893 15.597
H 16.912 -8.989 18.578
O 19.774 -6.275 14.247
O 14.618 -10.613 14.355
H 20.294 -6.581 13.504
H 13.349 -7.042 12.010
O 18.774 -8.889 14.593
Xe 16.065 -6.786 15.579
H 19.090 -5.567 17.344
H 13.112 -6.882 13.497
O 13.436 -6.414 12.727
H 19.575 -9.368 14.805
H 19.013 -7.967 14.691
H 12.497 -8.098 17.923
*
```

The HOMO-LUMO gap is 10.46 eV. The calculation puts the energy above the lowest of the compared OMol25 structures with the same formula, charge and spin at 0.4784 eV.

Calculated atomic charges, method natural (NBO), unit e: O -0.9615; H 0.4871; O -0.9481; H 0.4662; H 0.4884; H 0.4743; H 0.4555; O -0.9804; H 0.4955; O -0.9406; H 0.4834; H 0.5041; H 0.4624; O -0.9704; O -0.9576; H 0.4934; H 0.4663; O -0.9615; Xe 0.0008; H 0.4659; H 0.4740; O -0.9400; H 0.4730; H 0.4952; H 0.4747

***

# 4
H16Si7 | ωB97M-V with the def2-TZVPD basis set

Structure (ORCA input):
```
! RIJCOSX wB97M-V def2-TZVPD def2/J DEFGRID3
* xyz 0 1
Si 2.557 -0.380 -2.766
H -1.835 -2.728 -1.564
Si 2.234 0.731 1.888
H -1.055 -0.627 3.321
Si 0.745 -0.937 -1.422
H -2.171 2.313 0.136
H -2.683 4.609 0.505
H -2.213 -0.828 1.292
H 2.367 1.954 1.090
H -4.337 2.952 0.933
H -1.199 -2.715 2.261
Si -1.019 -1.279 2.009
H -2.432 3.125 2.363
Si 0.931 -0.860 0.813
Si -0.526 -2.708 -2.232
H 2.136 0.378 -3.948
H 3.592 0.230 2.126
Si -2.908 3.246 0.987
H 3.452 0.494 -2.005
H -0.790 -2.593 -3.671
H 3.387 -1.477 -3.274
H 0.055 -4.041 -2.039
H 1.712 1.142 3.198
*
```

The HOMO-LUMO gap is 6.57 eV. The calculation puts the energy above the lowest of the compared OMol25 structures with the same formula, charge and spin at 0.4982 eV. The SMILES is [SiH3][Si]([SiH3])=[Si]([SiH3])[SiH3].[SiH4].

Calculated atomic charges, method natural (NBO), unit e: Si 0.4289; H -0.1320; Si 0.4283; H -0.1276; Si -0.0830; H -0.1561; H -0.1536; H -0.1274; H -0.1245; H -0.1530; H -0.1321; Si 0.4256; H -0.1551; Si -0.0794; Si 0.4244; H -0.1295; H -0.1305; Si 0.6181; H -0.1325; H -0.1303; H -0.1268; H -0.1262; H -0.1258

***

# 5
H17O8 | ωB97M-V with the def2-TZVPD basis set

Structure (ORCA input):
```
! RIJCOSX wB97M-V def2-TZVPD def2/J DEFGRID3
* xyz 1 1
H 1.906 -1.604 2.652
H -2.599 -3.501 -1.716
O 2.568 -3.238 2.000
O 0.169 0.176 1.164
H -0.064 -2.083 -1.144
H 0.082 -0.486 0.430
O 1.853 1.738 0.251
H 0.695 -0.381 1.999
H 1.047 -1.318 -1.513
O -3.167 4.504 -2.480
H 2.854 -3.365 2.921
H 3.290 -3.643 1.504
O 0.713 -1.713 -0.687
O -2.058 -3.011 -1.082
H 1.010 0.769 0.985
H -3.403 4.115 -3.321
O 1.748 -0.647 2.832
H 2.645 -0.380 2.563
H 1.484 2.284 -0.460
H -2.714 -2.945 -0.374
H -2.806 5.398 -2.536
H 2.453 2.276 0.783
H -2.695 3.129 -1.428
H -2.666 1.705 -2.043
O -2.346 2.223 -1.301
*
```

The HOMO-LUMO gap is 10.27 eV. The calculation puts the energy above the lowest of the compared OMol25 structures with the same formula, charge and spin at 1.3271 eV.

Calculated atomic charges, method natural (NBO), unit e: H 0.5234; H 0.4831; O -0.9587; O -0.8572; H 0.5099; H 0.5391; O -0.9409; H 0.5187; H 0.4811; O -0.9694; H 0.4797; H 0.5004; O -0.9541; O -0.9597; H 0.5213; H 0.4911; O -0.9011; H 0.5023; H 0.5237; H 0.4809; H 0.4990; H 0.5078; H 0.5020; H 0.4597; O -0.9820

***

# 6
H17O9 | ωB97M-V with the def2-TZVPD basis set

Structure (ORCA input):
```
! RIJCOSX wB97M-V def2-TZVPD def2/J DEFGRID3
* xyz -1 1
O -1.480 0.006 0.936
O -3.314 1.438 -0.762
H -2.480 1.408 -0.164
H 2.182 -0.695 1.125
O 2.726 -1.341 0.739
H 0.754 2.909 0.880
O 0.160 -3.691 1.000
H -1.958 -2.742 -1.961
H 2.070 -1.863 0.208
O -1.755 -2.028 -2.533
O 2.663 2.236 -2.206
H 2.538 1.173 -2.123
H -0.508 -0.571 0.679
H 0.594 1.582 2.740
O 1.009 3.114 -0.060
O 0.410 -1.503 -0.260
H 0.418 -3.111 0.147
H 0.566 -3.236 1.860
O 0.007 2.369 2.864
H -1.022 -1.715 -2.033
H -0.637 2.241 2.117
H 0.342 2.974 -0.711
H 2.048 2.432 -1.566
H 0.069 -1.264 -1.104
H -3.316 0.589 -1.066
H -2.085 -0.711 1.252
*
```

The HOMO-LUMO gap is 9.11 eV. The calculation puts the energy above the lowest of the compared OMol25 structures with the same formula, charge and spin at 2.6835 eV.

Calculated atomic charges, method natural (NBO), unit e: O -1.0977; O -0.9694; H 0.4971; H 0.4533; O -0.9865; H 0.5010; O -1.0368; H 0.4646; H 0.5075; O -0.9283; O -0.9429; H 0.4661; H 0.5347; H 0.4773; O -0.9857; O -1.2096; H 0.5179; H 0.4612; O -0.9510; H 0.4557; H 0.4850; H 0.4804; H 0.4686; H 0.4054; H 0.4619; H 0.4701

***

- Which of these has the lowest HOMO-LUMO gap?
  H16Si7

***

- What is the HOMO-LUMO gap in the second record?
  11.93 eV

***

- HOMO-LUMO gap of number 3 (H16O8Xe)?
  10.46 eV

***

Please write out number 1 again, unchanged.
H16O8 | ωB97M-V with the def2-TZVPD basis set

Structure (ORCA input):
```
! RIJCOSX wB97M-V def2-TZVPD def2/J DEFGRID3
* xyz 0 1
H 1.212 -0.229 -0.434
H -3.216 0.741 -0.650
H -1.532 -2.171 1.956
H 0.157 1.865 -0.208
H 0.292 0.907 -1.281
H -0.307 -1.721 1.189
O 0.317 1.594 -1.946
H -1.914 0.565 0.102
H 0.201 3.366 -0.021
H -0.877 1.630 0.508
H -0.295 -0.270 -0.298
O -2.444 0.178 -0.595
O -1.605 1.208 0.964
H 2.311 -1.627 -0.012
O -0.388 2.614 0.033
H -2.000 1.908 1.485
O 1.156 -2.053 -0.132
O 0.442 0.336 -0.370
H 0.707 1.173 -2.712
O 3.079 -1.489 0.543
O -0.937 -1.429 1.848
H 3.791 -1.934 0.083
H 1.278 -2.601 0.643
H 0.571 -2.560 -0.695
*
```

The HOMO-LUMO gap is 8.72 eV. The calculation puts the energy above the lowest of the compared OMol25 structures with the same formula, charge and spin at 10.5786 eV.

Calculated atomic charges, method natural (NBO), unit e: H 0.5210; H 0.4541; H 0.4682; H 0.4888; H 0.4165; H 0.4403; O -1.0238; H 0.4267; H 0.4997; H 0.4597; H 0.5262; O -1.0367; O -0.8961; H 0.4383; O -0.9229; H 0.4871; O -0.9270; O -0.8559; H 0.4397; O -0.9865; O -0.9140; H 0.4597; H 0.5244; H 0.5125